[1]
This record from the Open Molecules 2025 dataset describes 2 unconnected molecules or ions with the total composition C7H17N3 in a non-equilibrium geometry. The level of theory is the ωB97M-V functional and the def2-TZVPD basis.

```
27
Properties=species:S:1:pos:R:3:forces:R:3
C 1.194501 0.457614 0.595213 -2.42 -1.52 -4.22
C 3.102974 0.692701 -0.799406 -0.61 -1.06 -1.61
C -1.195768 -1.980391 -0.950142 0.27 -0.52 -1.32
C -0.111289 -1.208960 1.768405 -2.72 0.48 1.38
C -2.064637 1.761385 0.509438 -0.16 2.43 0.43
C 1.697364 1.238368 -0.515292 0.35 1.63 2.67
C -0.519991 -0.721153 -0.602324 -2.92 -0.64 -0.29
N -3.521301 0.478727 -0.657927 -2.14 0.99 0.28
N 0.174614 -0.428224 0.492566 2.28 -0.21 4.39
N -2.470754 0.583836 -0.120449 2.49 -2.93 -0.79
H 1.798047 0.390277 1.416143 1.02 -0.03 2.66
H 2.874123 -0.258280 -1.380119 0.79 1.11 0.41
H 3.521421 0.358961 0.137766 0.82 0.20 0.10
H 3.734409 1.389406 -1.403037 -0.51 -0.62 0.77
H -0.343855 -2.539791 -1.462921 -0.96 0.37 0.14
H -1.613071 -2.682293 -0.238081 0.08 0.38 0.53
H -1.972642 -1.755621 -1.746403 1.06 -0.33 0.74
H -1.107097 -1.680819 1.698244 0.35 0.46 -0.40
H -0.214151 -0.618679 2.723323 0.32 0.41 -1.47
H 0.485174 -2.016465 2.108489 1.61 -0.70 -0.89
H -1.349851 1.583327 1.324370 -0.69 -0.28 0.18
H -3.006394 2.333340 0.818720 1.68 -0.32 -0.36
H -1.402692 2.256796 -0.238332 -0.84 0.34 0.27
H 1.040864 1.407967 -1.294198 -1.19 -0.30 -1.98
H 1.681250 2.252631 -0.033774 0.78 -0.18 -0.17
H -0.286447 -0.216205 -1.482807 0.56 1.37 -1.11
H -3.830835 -0.412773 -1.045796 0.71 -0.54 -0.36
```
Forces are in eV/Å.

- HOMO (alpha / beta): -17.25 / -17.25 eV
- Total charge: +2
- Energy above the lowest of the compared OMol25 structures with the same formula, charge and spin: 445.4 kJ/mol
- Orbital gap (alpha / beta): 6.681 / 6.687 eV

---

[2]
This record from the Open Molecules 2025 dataset describes a molecular structure, C25H28ClInNO2P in a non-equilibrium geometry. The level of theory is the ωB97M-V functional and the def2-TZVPD basis.

```
59
Properties=species:S:1:pos:R:3:forces:R:3
In -0.161015 -0.067540 0.034071 -1.63 -0.83 0.77
Cl -1.184529 -2.223524 -0.056377 0.34 0.04 -0.14
C 1.891574 -0.723900 0.127043 7.28 -3.78 0.49
O 2.924436 -1.258417 0.210641 -5.19 2.83 -0.38
P -0.058324 0.055453 -2.493630 0.30 -0.41 -2.14
C 0.507293 1.627122 -3.076128 0.21 0.83 -0.38
C 0.993440 -1.211642 -3.130288 0.14 0.32 -0.09
C -1.696922 -0.245467 -3.074809 -0.63 -0.22 -0.65
C 0.397496 -2.418746 -3.508883 -0.37 -1.03 0.01
C 1.154236 -3.409091 -4.118554 -0.65 -0.18 0.01
C 2.516563 -3.217764 -4.333958 0.07 -0.36 -0.18
C 3.123809 -2.026124 -3.940640 0.43 0.89 0.35
C 2.376924 -1.020150 -3.335634 0.59 -0.09 -0.04
H -0.673125 -2.560602 -3.329728 0.48 -0.13 -0.04
H 0.669501 -4.340622 -4.425199 0.22 0.36 0.11
H 3.112329 -4.007726 -4.808564 -0.27 0.38 0.24
H 4.198320 -1.875553 -4.105678 -0.54 -0.06 0.05
H 2.852578 -0.080402 -3.032001 -0.15 -0.35 -0.21
C 1.319636 2.475533 -2.331681 0.19 -0.18 0.53
C 1.789268 3.662004 -2.869917 0.29 0.45 -0.04
C 1.444729 4.021514 -4.172292 -0.11 -0.11 -0.08
C 0.621853 3.179328 -4.928799 0.08 0.06 0.04
C 0.153904 1.984995 -4.389266 0.23 0.44 0.07
H 1.578485 2.209822 -1.294147 0.04 0.23 -0.58
H 2.432415 4.319150 -2.273500 -0.31 -0.31 -0.25
H 1.809908 4.959525 -4.601986 -0.15 -0.38 0.20
H 0.340541 3.458443 -5.947629 0.10 -0.12 0.37
H -0.478622 1.343715 -4.980590 0.03 0.22 -0.04
C -1.814283 -0.476971 -4.458897 -0.08 -0.20 -0.38
C -3.070004 -0.658402 -5.032449 0.17 0.00 -0.09
C -4.211080 -0.629762 -4.232838 -0.06 0.02 0.09
C -4.089802 -0.420491 -2.855095 -0.73 -0.05 -0.21
C -2.847960 -0.232781 -2.288635 0.38 0.15 0.64
H -0.915940 -0.512204 -5.092996 -0.57 -0.16 0.31
H -3.149545 -0.830735 -6.109018 0.02 0.06 0.40
H -5.198087 -0.780668 -4.683318 0.43 0.07 0.22
H -4.988721 -0.409619 -2.226023 0.47 -0.02 -0.29
H -2.745474 -0.100376 -1.207692 -0.32 -0.07 -0.50
H 0.575985 1.621024 0.011859 -0.05 0.47 0.12
H -1.512617 0.857198 -0.112976 -1.10 1.29 -0.13
O 0.069320 -0.116916 2.035560 0.87 0.15 -0.63
C -0.130660 -0.158933 3.260449 -0.19 -0.17 0.21
C 1.125886 -0.332938 4.093655 -1.48 0.56 0.33
C 1.323015 0.822917 5.065277 -0.68 -0.34 0.49
C 0.365001 0.775305 6.263570 -0.14 -0.02 -0.72
C -1.124491 0.944722 5.958301 0.13 -0.41 -0.47
C -1.757630 -0.172348 5.109449 1.50 0.53 -0.20
N -1.377618 -0.054303 3.673101 0.52 -0.33 1.98
H 1.033080 -1.285312 4.596808 0.15 -0.32 0.41
H 1.954522 -0.371686 3.413340 0.21 -0.18 -0.45
H 2.317910 0.717497 5.450010 0.65 0.16 0.20
H 1.259438 1.778401 4.542921 0.00 0.04 -0.04
H 0.506634 -0.175020 6.775645 0.07 -0.10 0.17
H 0.655620 1.562835 6.935942 0.12 0.27 0.45
H -1.641050 0.920728 6.900701 -0.33 0.15 0.49
H -1.325490 1.912628 5.490278 -0.02 -0.03 0.03
H -1.440219 -1.153743 5.472818 -0.16 0.03 -0.02
H -2.814956 -0.099700 5.156992 -0.94 -0.06 -0.01
H -2.126586 0.049919 3.011484 0.13 -0.03 -0.37
```
Forces are in eV/Å.

- HOMO (alpha / beta): -14.93 / -15.06 eV
- Total charge: +2
- Orbital gap (alpha / beta): 6.199 / 5.047 eV

---

[3]
This record from the Open Molecules 2025 dataset describes a molecular structure, C4H6N2 in a non-equilibrium geometry. The level of theory is the ωB97M-V functional and the def2-TZVPD basis.

```
12
Properties=species:S:1:pos:R:3:forces:R:3
N -0.791158 2.839758 -1.054424 0.42 -0.87 0.57
C -0.361476 1.900852 -0.535203 -0.42 0.75 -0.52
C 0.156762 0.686229 0.076898 -0.42 0.89 1.01
C -0.603961 -0.474663 0.652401 -0.42 -0.29 0.01
C 0.633373 -1.219888 0.247999 0.14 -0.82 0.40
N 1.111459 -0.116396 -0.573445 0.48 -0.15 -0.16
H 0.522713 0.886335 1.127413 0.31 0.39 -0.42
H -1.200680 -0.528457 1.565059 0.13 0.06 -0.24
H -1.138004 -0.752419 -1.263984 0.34 0.07 -0.50
H 0.550492 -2.175004 -0.275798 0.00 0.12 0.07
H 1.272241 -1.382374 1.130117 0.07 0.04 -0.16
H -0.485129 -0.595383 -1.668926 -0.61 -0.19 -0.05
```
Forces are in eV/Å.

- HOMO (alpha / beta): -9.22 / -9.99 eV
- Energy above the lowest of the compared OMol25 structures with the same formula, charge and spin: 644.6 kJ/mol
- Orbital gap (alpha / beta): 8.225 / 9.366 eV

---

[4]
This record from the Open Molecules 2025 dataset describes 2 unconnected molecules or ions with the total composition CH8N3. The level of theory is the ωB97M-V functional and the def2-TZVPD basis.

```
12
Properties=species:S:1:pos:R:3:forces:R:3
N 0.393795 1.836792 1.627543 0.57 0.14 -0.17
H 0.838563 2.720218 1.375963 -0.42 0.01 -0.28
H -0.296504 0.108491 0.528775 -0.20 0.22 -0.50
H 1.207639 1.305177 1.927846 -0.17 -0.12 0.42
H -0.144539 2.054394 2.457759 -0.02 -0.13 0.15
N -1.096517 -1.173112 -1.782511 0.00 -0.63 -0.01
C -0.016745 -1.294510 -1.055623 -0.07 0.37 0.42
N 0.234680 -0.614478 0.035832 0.62 -0.07 -0.14
H -1.227353 -1.765548 -2.600634 -0.10 0.27 0.42
H -1.860494 -0.607514 -1.442893 -0.11 0.09 -0.30
H 0.749922 -2.014149 -1.326401 -0.10 0.19 -0.43
H 1.217550 -0.555764 0.254345 0.01 -0.33 0.42
```
Forces are in eV/Å.

- HOMO: -14.71 eV
- Total charge: +1
- Energy above the lowest of the compared OMol25 structures with the same formula, charge and spin: 47.8 kJ/mol
- Orbital gap: 11.092 eV

---

> What is the formula in the first record?

C7H17N3